1.
# C8H8Cl2N2NdO3PmSe

A molecular structure, C8H8Cl2N2NdO3PmSe (ωB97M-V with the def2-TZVPD basis set, the Open Molecules 2025 dataset).

Calculated values
Total energy = -5134.963396 Ha
HOMO-LUMO gap (spin up / spin down) = 5.1 / 5.3 eV
E_LUMO (spin up / spin down) = -16.034 / -15.862 eV
Expectation value of S² = 15.764

The geometry in ORCA input format:
```
! RIJCOSX wB97M-V def2-TZVPD def2/J DEFGRID3
* xyz 4 8
Nd -0.393 3.241 -1.800
Pm 0.329 -0.113 0.690
Cl -0.192 2.559 0.887
Cl 0.589 0.655 -1.932
C -0.118 -2.285 -0.517
C -2.390 4.043 -0.864
C -2.104 2.717 -3.377
O -0.286 -3.199 -1.207
O -3.307 4.387 -0.221
O -2.899 2.390 -4.170
C 3.938 -2.112 0.705
N 2.822 -2.502 1.552
C 2.510 -3.783 1.980
C 1.467 -3.685 2.831
N 1.130 -2.344 2.927
C 0.105 -1.784 3.810
C 2.050 -1.586 2.226
Se 2.449 0.266 2.422
H 4.604 -1.414 1.238
H 3.599 -1.613 -0.217
H 4.512 -3.000 0.410
H 3.081 -4.637 1.669
H 0.945 -4.424 3.408
H -0.895 -2.151 3.528
H 0.294 -2.057 4.862
H 0.085 -0.678 3.753
*
```

2.
# C5H6ClNO

C5H6ClNO in the gas phase (ωB97M-V with the def2-TZVPD basis set, the Open Molecules 2025 dataset).

Calculated values
Total energy = -784.142272 Ha
HOMO-LUMO gap = 8.8 eV
E_LUMO = -0.074 eV
SMILES = C=CC1=NOC[C@@H]1Cl
Energy above the lowest of the compared OMol25 structures with the same formula, charge and spin = 112.63 kcal per mole

The geometry in ORCA input format:
```
! RIJCOSX wB97M-V def2-TZVPD def2/J DEFGRID3
* xyz 0 1
C -2.479 -0.407 -0.519
C -1.343 -0.956 0.173
C -0.118 -0.231 -0.194
N -0.310 0.895 -0.813
O 0.905 1.723 -0.654
C 1.765 1.145 0.232
C 1.305 -0.345 0.419
Cl 2.064 -1.321 -0.728
H -3.329 -0.929 -0.389
H -2.742 0.573 -0.940
H -1.412 -1.934 0.885
H 2.719 1.174 -0.074
H 1.639 1.558 1.291
H 1.337 -0.945 1.310
*
```

3.
# C33H54Cl3FI2N3O6

A molecular structure, C33H54Cl3FI2N3O6 (ωB97M-V with the def2-TZVPD basis set, the Open Molecules 2025 dataset).

Calculated values
Total energy = -3981.025826 Ha
HOMO-LUMO gap = 8.2 eV
E_LUMO = -3.705 eV

The geometry in ORCA input format:
```
! RIJCOSX wB97M-V def2-TZVPD def2/J DEFGRID3
* xyz 1 1
C -4.377 -7.452 -3.759
C -3.614 -6.589 -4.772
C -2.109 -6.539 -4.507
C -1.729 -5.422 -3.540
C -0.216 -5.272 -3.395
C 0.121 -3.954 -2.678
C 1.104 -4.098 -1.507
C 0.964 -2.920 -0.531
C 2.276 -2.161 -0.254
C 2.133 -0.646 -0.161
C 1.534 -0.107 1.141
C 2.329 -0.644 2.338
C 3.838 -0.466 2.171
C 4.563 -0.467 3.498
Cl 6.209 0.166 3.347
O 0.207 -0.627 1.277
C -0.778 0.278 0.996
C -2.121 -0.456 1.180
C -2.475 -1.274 -0.030
O -3.015 -0.882 -1.039
F -2.181 -2.575 0.142
O -0.653 0.711 -0.326
C -1.338 1.912 -0.687
C -1.591 1.896 -2.182
C -1.660 3.325 -2.764
C -2.882 3.514 -3.682
N -0.715 1.470 1.928
C -1.306 1.129 3.212
Cl -0.485 0.037 4.271
C -2.501 1.629 3.565
C -3.355 2.496 2.728
Cl -3.211 1.226 5.072
C 0.585 1.946 1.988
N 0.918 2.985 2.712
O -0.053 3.726 3.353
C -0.132 5.073 2.780
C -1.545 5.464 2.416
C 2.271 3.441 2.938
I 3.234 4.741 1.596
C 2.843 3.058 4.093
C 2.164 2.256 5.141
I 4.798 3.587 4.616
N 1.583 1.363 1.252
C 1.877 2.083 0.023
O 3.276 2.113 -0.173
C 3.764 2.887 -1.201
C 2.858 3.681 -2.110
O 4.981 2.904 -1.374
H -3.748 -8.221 -3.331
H -5.234 -7.915 -4.228
H -4.752 -6.827 -2.955
H -3.744 -7.040 -5.751
H -4.023 -5.585 -4.806
H -1.783 -7.476 -4.068
H -1.592 -6.335 -5.438
H -2.159 -5.610 -2.556
H -2.154 -4.479 -3.872
H 0.181 -6.124 -2.856
H 0.184 -5.218 -4.402
H 0.507 -3.193 -3.353
H -0.797 -3.553 -2.261
H 0.811 -5.000 -0.979
H 2.125 -4.225 -1.852
H 0.610 -3.311 0.418
H 0.213 -2.207 -0.851
H 2.928 -2.342 -1.103
H 2.775 -2.615 0.592
H 3.081 -0.186 -0.400
H 1.459 -0.362 -0.966
H 2.135 -1.705 2.451
H 1.996 -0.182 3.262
H 4.239 -1.272 1.570
H 4.054 0.436 1.609
H 4.554 -1.459 3.930
H 4.043 0.184 4.192
H -2.078 -1.130 2.024
H -2.910 0.277 1.276
H -2.294 2.004 -0.184
H -0.712 2.780 -0.479
H -2.517 1.394 -2.421
H -0.795 1.337 -2.666
H -1.780 4.012 -1.931
H -0.785 3.548 -3.358
H -3.275 2.564 -4.026
H -3.696 4.007 -3.167
H -2.632 4.081 -4.568
H -2.823 2.848 1.858
H -4.198 1.906 2.372
H -3.768 3.315 3.297
H 0.466 5.136 1.886
H 0.252 5.750 3.530
H -1.783 5.026 1.453
H -1.563 6.536 2.266
H -2.257 5.161 3.164
H 2.116 2.877 6.031
H 2.726 1.373 5.418
H 1.151 1.991 4.896
H 1.382 1.671 -0.847
H 1.510 3.101 0.134
H 3.162 4.714 -2.025
H 3.008 3.353 -3.127
H 1.794 3.642 -1.900
*
```

4.
# C5H11N

C5H11N in the gas phase (ωB97M-V with the def2-TZVPD basis set, the Open Molecules 2025 dataset).

Calculated values
Total energy = -251.712246 Ha
HOMO-LUMO gap = 7.1 eV
E_LUMO = 0.804 eV
SMILES = C/C=C/NCC
Energy above the lowest of the compared OMol25 structures with the same formula, charge and spin = 94.30 kcal per mole

The geometry in ORCA input format:
```
! RIJCOSX wB97M-V def2-TZVPD def2/J DEFGRID3
* xyz 0 1
C -2.923 0.368 -0.175
C -1.863 -0.566 0.237
C -0.470 -0.464 -0.167
N 0.658 -0.500 0.672
C 2.071 -0.502 0.276
C 2.264 0.896 -0.423
H -2.611 1.455 -0.353
H -3.418 -0.005 -1.139
H -3.657 0.402 0.634
H -2.230 -1.521 0.702
H -0.344 -0.779 -1.221
H 0.443 -0.126 1.599
H 2.360 -1.533 -0.160
H 2.714 -0.451 1.162
H 2.222 1.540 0.474
H 1.552 0.797 -1.198
H 3.230 0.987 -0.920
*
```